No. 1
Here is a 5-piece molecular cluster, H12NO4 overall from the Open Molecules 2025 dataset. Energies are from ωB97M-V with the def2-TZVPD basis set.

ORCA input file:
```
! wB97M-V def2-TZVPD RIJCOSX def2/J DEFGRID3
* xyz 1 1
N 0.80 -0.07 -0.95
H 0.66 -0.80 -0.24
H 1.31 -0.47 -1.75
H -0.02 0.41 -1.30
H 1.32 0.62 -0.40
H -2.25 0.38 3.62
H -1.68 -1.06 3.32
O -1.67 -0.13 3.05
H 1.02 -1.19 -4.27
H 2.39 -0.59 -3.86
O 1.47 -0.71 -3.56
H -1.83 2.35 -0.83
H -0.78 3.07 -0.08
O -1.13 2.18 -0.19
H 1.13 -1.83 2.21
H 0.03 -0.82 2.39
O 0.52 -1.28 1.69
*
```

**LUMO**: -0.1087 hartree
**HOMO**: -14.896 eV
**Largest force on an atom**: 0.93 eV/Å
**Energy**: -362.6940 a.u.

Computed natural (NBO) charges, given in elementary charges:
1. N -0.89
2. H 0.47
3. H 0.47
4. H 0.46
5. H 0.44
6. H 0.50
7. H 0.48
8. O -0.97
9. H 0.51
10. H 0.50
11. O -0.98
12. H 0.48
13. H 0.48
14. O -0.96
15. H 0.49
16. H 0.51
17. O -0.99



No. 2
Here is one molecule with the formula C3H6O2 from the Open Molecules 2025 dataset. Energies are from ωB97M-V with the def2-TZVPD basis set.

ORCA input file:
```
! wB97M-V def2-TZVPD RIJCOSX def2/J DEFGRID3
* xyz 0 1
C -0.95 -0.78 0.54
C 0.37 -0.15 0.10
O 0.93 -0.89 -0.95
C 0.32 1.31 -0.28
O 0.96 1.73 -1.22
H -0.74 -1.78 0.94
H -1.43 -0.20 1.33
H -1.64 -0.89 -0.30
H 1.05 -0.12 0.98
H 1.35 -0.23 -1.53
H -0.23 2.00 0.39
*
```

**SMILES**: C[C@@H](O)C=O
**LUMO**: 0.0267 hartree
**HOMO**: -10.268 eV
**Largest force on an atom**: 0.57 eV/Å
**Energy**: -268.3701 a.u.

Computed natural (NBO) charges, given in elementary charges:
1. C -0.62
2. C -0.01
3. O -0.71
4. C 0.42
5. O -0.53
6. H 0.23
7. H 0.21
8. H 0.22
9. H 0.18
10. H 0.49
11. H 0.12



No. 3
Here is one molecule with the formula C6H10O from the Open Molecules 2025 dataset. Energies are from ωB97M-V with the def2-TZVPD basis set.

ORCA input file:
```
! wB97M-V def2-TZVPD RIJCOSX def2/J DEFGRID3
* xyz 0 1
C 1.77 -0.54 -0.24
C 0.77 0.33 0.48
C 0.07 1.44 -0.35
C -1.29 0.81 -0.04
O -1.68 -0.18 -1.01
C -1.23 -1.25 -0.16
C -0.63 -0.27 0.85
H 2.13 -1.36 0.39
H 2.64 0.05 -0.54
H 1.34 -0.97 -1.15
H 1.23 0.75 1.38
H 0.20 2.45 0.06
H 0.30 1.46 -1.42
H -2.13 1.45 0.26
H -0.56 -1.94 -0.68
H -2.09 -1.81 0.25
H -0.84 -0.43 1.91
*
```

**SMILES**: C[C@H]1C[C@H]2OC[C@@H]12
**LUMO**: 0.0399 hartree
**HOMO**: -9.425 eV
**Largest force on an atom**: 0.38 eV/Å
**Energy**: -309.7888 a.u.

Computed natural (NBO) charges, given in elementary charges:
1. C -0.61
2. C -0.20
3. C -0.43
4. C 0.11
5. O -0.54
6. C -0.06
7. C -0.27
8. H 0.21
9. H 0.21
10. H 0.21
11. H 0.21
12. H 0.21
13. H 0.22
14. H 0.18
15. H 0.17
16. H 0.17
17. H 0.21



It is found that the M values, taken in the order of the records, are 90.10; 74.08; 98.14 g/mol.